[1]
# C21H30As2N3OReSe

C21H30As2N3OReSe as an isolated structure (ωB97M-V with the def2-TZVPD basis set, the OMol25 dataset).

Computed properties:
total charge: +3
multiplicity: 2
HOMO level (alpha / beta): -17.0 / -17.0 eV
relative energy (zero: lowest compared OMol25 entry of this formula, charge and spin): 0.00 kJ/mol
frontier orbital gap (alpha / beta): 6.9 / 6.6 eV

Last column: Mulliken spin population.
Atoms and positions in Å:
Re  0.3396  1.6721  0.3095  1.118
C  3.9599  2.6006  0.3653  0.003
As  2.7998  1.0743  0.5639  -0.003
C  3.1965  0.3174  2.2952  -0.001
C  3.2492  -0.2100  -0.7857  0.009
C  4.5829  -0.5441  -1.0020  0.001
C  4.9057  -1.4774  -1.9759  0.000
C  3.9022  -2.0755  -2.7274  0.000
C  2.5722  -1.7461  -2.5075  -0.004
C  2.2374  -0.8078  -1.5360  -0.005
As  0.3859  -0.3658  -1.2118  -0.063
C  -0.3777  -2.0650  -0.6885  0.009
C  -0.3658  -0.0444  -2.9644  0.013
H  4.9875  2.2733  0.5204  -0.001
H  3.6996  3.3445  1.1159  0.000
H  3.8596  3.0137  -0.6365  -0.001
H  4.2575  0.0677  2.3094  -0.001
H  2.6101  -0.5857  2.4487  0.000
H  2.9792  1.0496  3.0707  0.003
H  5.3764  -0.0861  -0.4235  0.000
H  5.9412  -1.7364  -2.1496  0.000
H  4.1564  -2.8007  -3.4886  0.000
H  1.8062  -2.2258  -3.1056  0.000
H  0.0038  -2.8233  -1.3712  -0.001
H  -1.4630  -2.0390  -0.7583  -0.001
H  -0.0661  -2.3145  0.3242  0.000
H  -0.2569  -0.9438  -3.5685  0.000
H  0.1594  0.7769  -3.4484  0.002
H  -1.4235  0.1940  -2.8699  0.001
N  0.2452  5.6859  1.5422  0.000
C  0.1319  4.5450  0.9095  0.008
O  0.5095  3.4610  1.4498  -0.013
C  -0.4601  4.4590  -0.4679  0.018
C  -0.1042  3.0995  -1.0615  -0.046
H  0.6092  5.7148  2.4855  0.000
H  -0.0527  6.5553  1.1243  0.000
H  -0.1337  5.2868  -1.1014  -0.003
H  -1.5458  4.5511  -0.3725  -0.001
H  0.9859  3.0490  -1.3516  -0.006
H  -0.6927  2.8335  -1.9390  0.019
C  -1.7837  -2.0095  3.1150  0.001
N  -2.5116  -1.5770  1.9242  -0.002
C  -2.4087  -0.4183  1.2778  -0.001
Se  -1.3623  1.0950  1.8215  -0.051
N  -3.2960  -0.3964  0.2752  -0.002
C  -4.0093  -1.5930  0.2579  -0.002
C  -5.0339  -2.0592  -0.5608  0.001
C  -5.5150  -3.3167  -0.2662  -0.001
C  -4.9997  -4.0840  0.7964  0.000
C  -3.9846  -3.6208  1.6055  0.001
C  -3.5011  -2.3486  1.3091  -0.001
H  -1.0688  -1.2451  3.4049  -0.001
H  -1.2643  -2.9417  2.8998  0.000
H  -2.4916  -2.1660  3.9267  0.000
H  -3.4948  0.4176  -0.2861  0.002
H  -5.4427  -1.4702  -1.3702  0.000
H  -6.3179  -3.7263  -0.8635  0.000
H  -5.4199  -5.0622  0.9851  0.000
H  -3.6015  -4.2109  2.4264  0.000

---

[2]
# C21H30BN5O8P

A 2-piece molecular cluster, C21H30BN5O8P overall at a distorted geometry (ωB97M-V with the def2-TZVPD basis set, the OMol25 dataset).

Computed properties:
total charge: +1
multiplicity: 1
HOMO level: -10.7 eV
frontier orbital gap: 8.2 eV

Last column: Löwdin charge in e.
Atoms and positions in Å:
N  1.8025  -1.5702  2.3107  -0.127
P  1.2431  -0.1197  3.0201  0.968
O  2.6043  0.4601  3.7499  -0.248
C  1.0371  1.0633  1.5436  -0.411
C  2.4048  1.5474  0.9111  -0.017
B  3.5572  0.4651  0.7816  -0.688
O  3.4635  -0.6361  -0.0469  0.144
O  4.7020  0.7194  1.4940  0.172
C  0.2998  2.3497  1.9764  -0.202
C  -1.1058  2.3235  2.6975  -0.127
O  -1.4352  1.2495  3.5374  -0.067
C  -2.0561  0.1568  2.9763  -0.300
C  -2.8754  0.1843  1.8549  -0.038
C  -3.4709  -0.9885  1.4054  -0.089
C  -3.2689  -2.2033  2.0472  -0.080
C  -2.4758  -2.2251  3.1905  -0.069
C  -1.8832  -1.0562  3.6450  -0.050
N  -0.0369  2.9086  0.6434  0.138
C  -0.3259  1.7825  -0.0868  -0.312
N  -0.9452  1.8777  -1.2453  0.211
C  -1.3440  3.1623  -1.7592  -0.230
C  -0.4228  3.9458  -2.4329  -0.001
C  -0.8482  5.1922  -2.8743  -0.116
N  -2.0738  5.6734  -2.6952  0.090
C  -2.9335  4.8887  -2.0535  -0.112
C  -2.6310  3.6251  -1.5626  0.013
N  0.0536  0.6352  0.5157  0.065
C  0.4536  -0.4214  -0.4414  -0.092
C  -0.7523  -1.2004  -1.0182  -0.252
O  -0.8236  -2.5144  -0.5411  -0.031
H  2.7573  -1.7700  2.5916  0.054
H  1.1794  -2.3135  2.5939  0.045
H  2.5978  1.4226  3.6851  0.059
H  2.7742  2.3444  1.5508  0.109
H  2.2553  1.9846  -0.0791  0.117
H  3.7752  -1.4226  0.4100  0.102
H  5.2005  -0.0762  1.7040  0.113
H  0.8930  3.0644  2.5336  0.149
H  -1.1012  3.1951  3.3468  0.135
H  -1.8827  2.5379  1.9717  0.106
H  -3.0655  1.1113  1.3358  0.097
H  -4.0968  -0.9649  0.5252  0.107
H  -3.7055  -3.1224  1.6929  0.105
H  -2.2993  -3.1277  3.7521  0.106
H  -1.2799  -1.0732  4.5375  0.102
H  0.6266  3.5485  0.2335  0.156
H  -1.1334  1.0322  -1.7640  0.151
H  0.5821  3.5851  -2.5844  0.119
H  -0.1390  5.8286  -3.3830  0.115
H  -3.9275  5.2781  -1.8910  0.115
H  -3.3429  3.0204  -1.0256  0.117
H  1.0056  0.0177  -1.2732  0.132
H  1.1167  -1.1441  0.0101  0.099
H  -0.6673  -1.2035  -2.1062  0.106
H  -1.6567  -0.6535  -0.7524  0.099
H  -0.0400  -2.9652  -0.8774  0.075
C  1.2938  -5.7845  -3.3140  -0.100
C  1.4905  -5.3081  -4.7383  -0.098
O  1.1360  -3.9199  -4.6429  0.079
C  1.3061  -3.5301  -3.3698  -0.567
O  1.2562  -2.3983  -2.9937  0.149
O  1.5380  -4.5852  -2.5611  0.059
H  1.9873  -6.5672  -3.0208  0.136
H  0.2738  -6.1177  -3.1196  0.136
H  2.5275  -5.3819  -5.0671  0.137
H  0.8519  -5.8165  -5.4545  0.137

---

[3]
# C21H30BeNO2P2

C21H30BeNO2P2 as an isolated structure at a distorted geometry (ωB97M-V with the def2-TZVPD basis set, the OMol25 dataset).

Computed properties:
total charge: +1
multiplicity: 1
HOMO level (alpha / beta): -9.7 / -9.7 eV
relative energy (zero: lowest compared OMol25 entry of this formula, charge and spin): 310.71 kJ/mol
frontier orbital gap (alpha / beta): 5.2 / 5.2 eV

Last column: Löwdin charge in e.
Atoms and positions in Å:
Be  0.0277  -0.0852  -0.3926  -0.110
P  -1.4194  1.4449  0.3499  0.955
C  -1.7651  1.9555  -1.3177  -0.287
C  -0.8616  1.5551  -2.3029  -0.340
N  0.0292  0.5041  -1.9994  -0.002
C  1.0815  0.1626  -2.7895  -0.307
C  1.2772  0.8759  -3.9603  -0.044
C  0.3681  1.8689  -4.3521  -0.047
C  -0.7249  2.1473  -3.5693  -0.031
C  1.9107  -1.0297  -2.3115  -0.218
P  0.9004  -1.9628  -1.1034  0.980
H  -1.4851  2.8843  -3.8366  0.123
H  2.1422  0.6088  -4.5512  0.110
H  0.5268  2.4129  -5.2715  0.115
H  2.1621  -1.6231  -3.1797  0.103
H  2.8267  -0.6756  -1.8486  0.096
H  -3.4202  0.2929  -1.6438  -0.074
H  -2.6637  2.5054  -1.6295  0.091
H  -2.7396  -1.5496  -0.6275  0.019
O  -4.0618  -0.3247  -1.6887  0.018
H  -4.0124  -0.6671  -2.5669  0.055
H  -0.9040  -1.2052  -0.3490  0.142
O  -2.2620  -1.7415  0.1652  -0.053
H  -2.3336  -2.7160  -0.0064  0.124
C  -0.0118  -3.0501  -2.2494  -0.216
H  0.6786  -3.4038  -3.0292  0.065
H  -0.4127  -3.9251  -1.7165  0.059
H  -0.8251  -2.5029  -2.7436  0.060
C  2.0997  -3.0371  -0.2743  -0.193
H  1.5559  -3.7494  0.3703  0.066
H  2.7244  -3.6043  -0.9958  0.081
H  2.7573  -2.4255  0.3670  0.064
C  -0.6832  3.0604  0.8607  -0.192
H  -1.5146  3.7789  1.0058  0.066
H  -0.0970  2.8827  1.7778  0.049
H  -0.0330  3.4023  0.0315  0.064
C  -2.9430  1.2702  1.3430  -0.205
H  -2.6430  0.8559  2.3208  0.044
H  -3.3948  2.2631  1.4897  0.060
H  -3.6818  0.6018  0.8691  0.048
C  0.1147  -0.4964  5.0540  -0.076
C  -0.7707  -0.9240  4.0461  -0.071
C  -0.4248  -0.7493  2.7014  -0.073
C  0.7973  -0.1397  2.3197  -0.202
C  1.1517  0.1523  0.9763  -0.225
C  2.3439  0.7604  0.6834  -0.121
C  3.2515  1.1119  1.7190  -0.067
C  2.9284  0.8726  3.0394  -0.028
C  1.6870  0.2644  3.3693  -0.169
C  1.3356  0.0805  4.7301  -0.021
H  -0.1867  -0.6400  6.1001  0.111
H  -1.7383  -1.3983  4.2825  0.114
H  -1.1013  -1.0800  1.9160  0.058
H  2.5955  1.0015  -0.3552  0.092
H  4.1925  1.5699  1.4209  0.105
H  3.6277  1.1597  3.8261  0.117
H  2.0209  0.3995  5.5271  0.122

---

[4]
# C21H30ClN3O3S

One molecule with the formula C21H30ClN3O3S (ωB97M-V with the def2-TZVPD basis set, the OMol25 dataset).

Computed properties:
total charge: 0
multiplicity: 1
HOMO level: -8.8 eV
relative energy (zero: lowest compared OMol25 entry of this formula, charge and spin): 10.50 kJ/mol
SMILES: CC[C@H](C(=O)N[C@H]1CCCCN(C(=O)c2sc(C)cc2Cl)CC1)N1CCCC1=O
frontier orbital gap: 9.6 eV

Last column: Löwdin charge in e.
Atoms and positions in Å:
C  -4.0952  -2.7851  -0.3780  -0.086
C  -2.8169  -1.9637  -0.2960  -0.183
C  -2.9561  -0.5927  -0.9687  -0.193
C  -1.6037  0.1242  -0.9721  -0.441
O  -0.8998  0.0894  -1.9710  0.061
N  -1.2359  0.6977  0.1888  0.133
C  0.1205  1.2034  0.3715  -0.306
C  0.2336  2.5861  -0.2676  -0.143
C  1.6293  3.2108  -0.2770  -0.185
C  2.7385  2.2722  -0.7711  -0.158
C  3.5824  1.5957  0.3106  -0.184
N  2.8778  0.6860  1.2079  -0.046
C  2.8459  -0.6621  1.0584  -0.487
O  1.9752  -1.3484  1.5767  0.053
C  3.9447  -1.3431  0.3140  -0.445
S  3.5339  -2.7920  -0.5228  1.138
C  5.1732  -3.1864  -0.8286  -0.579
C  5.5458  -4.3948  -1.6259  -0.096
C  6.0092  -2.2752  -0.2617  -0.151
C  5.3036  -1.2415  0.4059  -0.700
Cl  6.1539  -0.0635  1.3422  0.724
C  1.9528  1.2553  2.1871  -0.122
C  0.4568  1.1475  1.8540  -0.109
N  -4.0553  0.2053  -0.4278  -0.008
C  -5.1793  0.5764  -1.2794  -0.134
C  -5.9935  1.5263  -0.3968  -0.147
C  -5.6633  1.0605  1.0218  -0.074
C  -4.2898  0.4317  0.8871  -0.452
O  -3.5250  0.1792  1.8061  0.046
H  -3.9536  -3.7655  0.0763  0.075
H  -4.9160  -2.2970  0.1521  0.069
H  -4.4040  -2.9379  -1.4148  0.077
H  -2.5223  -1.8280  0.7439  0.110
H  -1.9988  -2.4838  -0.7993  0.126
H  -3.1820  -0.7468  -2.0240  0.151
H  -1.8314  0.5371  0.9946  0.102
H  0.7796  0.5151  -0.1627  0.134
H  -0.1057  2.4823  -1.3007  0.113
H  -0.4702  3.2578  0.2343  0.119
H  1.5881  4.0846  -0.9302  0.107
H  1.8881  3.6028  0.7105  0.100
H  2.3195  1.5131  -1.4386  0.122
H  3.4501  2.8435  -1.3736  0.113
H  4.3730  1.0422  -0.1852  0.076
H  4.0671  2.3596  0.9258  0.124
H  6.6288  -4.5066  -1.6434  0.080
H  5.1168  -5.3014  -1.1980  0.078
H  5.1955  -4.3132  -2.6555  0.079
H  7.0875  -2.3331  -0.2950  0.114
H  2.1232  0.7440  3.1361  0.130
H  2.2521  2.2931  2.3205  0.112
H  -0.0777  1.9399  2.3889  0.126
H  0.0991  0.1922  2.2368  0.113
H  -4.8228  1.0500  -2.1944  0.127
H  -5.7518  -0.3152  -1.5596  0.123
H  -5.6414  2.5480  -0.5427  0.115
H  -7.0558  1.4986  -0.6295  0.110
H  -5.6535  1.8471  1.7721  0.121
H  -6.3449  0.2783  1.3677  0.127